ORCA calculation (ωB97M-V with the def2-TZVPD basis set) on a structure of composition C23H47IN4O4PdSSi2Te in a non-equilibrium geometry.

Properties
E_tot ... -3095.38901 Ha
Total charge ... 0
Lowest unoccupied orbital energy (spin up / spin down) ... -0.0568 / -0.0217 Ha
HOMO-LUMO gap (spin up / spin down) ... 6.138 / 7.168 eV
ΔE to the lowest compared entry with this formula, charge and spin ... 46.9 kcal per mole
Max |F| ... 2.37 eV Å⁻¹

Last column: Löwdin charge in e.
Element x y z (Å)
Pd (-0.6341, -0.2674, -1.3677)  0.35
C (4.1735, 3.6753, 3.2332)  -0.04
C (2.6777, 3.5782, 3.1677)  -0.27
C (1.9639, 2.8977, 4.1510)  -0.03
C (0.5919, 2.7442, 4.0439)  -0.06
C (-0.0627, 3.2836, 2.9502)  -0.30
C (0.6127, 4.0376, 2.0058)  -0.05
C (1.9843, 4.1781, 2.1175)  -0.03
S (-1.7704, 2.8886, 2.7178)  0.65
O (-2.3303, 3.7238, 1.6996)  -0.28
O (-2.4130, 2.8218, 4.0009)  -0.29
N (-1.7385, 1.2989, 2.0921)  -0.14
C (-2.9262, 1.0884, 1.2530)  -0.24
C (-3.2595, -0.3829, 0.9594)  -0.08
C (-2.1907, -1.2081, 0.1856)  -0.72
O (-1.1422, -1.5503, 0.8100)  -0.27
O (-2.4397, -1.5393, -0.9965)  -0.08
H (4.5858, 2.9365, 3.9171)  0.08
H (4.4832, 4.6635, 3.5758)  0.09
H (4.6011, 3.5193, 2.2442)  0.08
H (2.4931, 2.4800, 4.9982)  0.12
H (0.0124, 2.2164, 4.7895)  0.11
H (0.0615, 4.4793, 1.1893)  0.11
H (2.5249, 4.7451, 1.3713)  0.12
H (-1.7490, 0.6639, 2.8875)  0.07
H (-2.7458, 1.6452, 0.3286)  0.10
H (-3.7903, 1.5418, 1.7556)  0.12
H (-4.1749, -0.4008, 0.3696)  0.12
H (-3.4316, -0.8851, 1.9130)  0.10
C (-1.3668, -1.6748, 4.1132)  -0.16
Si (0.1986, -2.4521, 3.3699)  0.48
C (1.2118, -3.0307, 4.8787)  -0.19
C (-0.2377, -3.9891, 2.3540)  -0.17
C (1.4188, -1.2705, 2.5218)  -0.50
Te (0.9734, 0.0387, 0.8439)  1.26
C (2.9492, -0.4651, 0.0938)  -0.57
Si (3.0472, -2.0583, -0.9577)  0.46
C (3.2800, -3.5667, 0.1706)  -0.17
C (4.5443, -1.7600, -2.0900)  -0.18
C (1.5185, -2.3623, -2.0343)  -0.20
H (-1.7280, -2.3021, 4.9281)  0.04
H (-2.1650, -1.6126, 3.3773)  0.00
H (-1.1958, -0.6795, 4.5280)  0.02
H (0.6689, -3.7888, 5.4426)  0.03
H (1.4165, -2.2031, 5.5587)  0.02
H (2.1671, -3.4640, 4.5835)  0.02
H (-0.9469, -4.6085, 2.9043)  0.03
H (0.6391, -4.6027, 2.1460)  0.02
H (-0.6962, -3.7181, 1.4067)  0.01
H (2.2663, -1.8773, 2.2020)  -0.01
H (1.7968, -0.5758, 3.2750)  0.01
H (3.5654, -0.5697, 0.9875)  0.00
H (3.3343, 0.3753, -0.4802)  -0.04
H (4.0224, -3.3833, 0.9471)  0.03
H (3.6203, -4.4246, -0.4079)  0.03
H (2.3460, -3.8417, 0.6592)  0.01
H (5.4359, -1.5384, -1.5036)  0.03
H (4.3710, -0.9115, -2.7519)  0.03
H (4.7681, -2.6273, -2.7099)  0.03
H (0.6083, -2.4179, -1.4214)  0.00
H (1.5876, -3.3120, -2.5677)  0.04
H (1.4238, -1.5685, -2.7825)  0.00
I (1.0093, 1.8268, -1.7530)  0.21
C (-0.9656, -0.6052, -6.4002)  -0.07
N (-1.8680, 0.3390, -5.7786)  -0.18
C (-2.0412, 1.5652, -6.5440)  -0.06
C (-1.9245, 0.4048, -4.3956)  -0.43
N (-1.0765, -0.1885, -3.6227)  0.08
N (-2.9616, 1.1571, -3.9100)  -0.16
C (-3.0040, 1.4762, -2.4967)  -0.09
C (-4.2764, 1.0654, -4.5197)  -0.06
H (-1.3182, -0.7925, -7.4148)  0.09
H (-0.9842, -1.5484, -5.8569)  0.09
H (0.0649, -0.2305, -6.4542)  0.09
H (-1.0730, 1.9077, -6.9244)  0.09
H (-2.4539, 2.3433, -5.9102)  0.09
H (-2.7112, 1.3938, -7.3898)  0.09
H (-0.2981, -0.5936, -4.1266)  0.03
H (-2.0346, 1.8764, -2.1913)  0.02
H (-3.2763, 0.5955, -1.9018)  0.07
H (-3.7517, 2.2552, -2.3414)  0.10
H (-4.2174, 0.5782, -5.4874)  0.08
H (-4.6998, 2.0646, -4.6435)  0.09
H (-4.9488, 0.4788, -3.8848)  0.10

ORCA calculation (ωB97M-V with the def2-TZVPD basis set) on a cluster of 5 separate species, C23H47N4O7S in total in a non-equilibrium geometry.

Properties
E_tot ... -2048.04900 Ha
Total charge ... +1
Lowest unoccupied orbital energy ... -0.1121 Ha
HOMO-LUMO gap ... 7.840 eV
Max |F| ... 1.90 eV Å⁻¹

Last column: Löwdin charge in e.
Element x y z (Å)
C (-1.7540, -1.5597, 3.6425)  -0.06
C (-1.7068, -0.0554, 3.9567)  -0.19
C (-1.8751, 0.8054, 2.7022)  -0.32
C (-3.1249, 0.5032, 1.8593)  -0.05
N (-1.7745, 2.2640, 3.0240)  -0.06
C (-0.5804, 2.8618, 2.8408)  -0.33
N (0.5316, 2.2068, 2.4729)  0.20
C (1.4684, 3.1305, 2.3767)  -0.03
N (0.9918, 4.3191, 2.6544)  -0.13
O (1.5872, 5.5257, 2.6292)  0.13
N (-0.3299, 4.1756, 2.9594)  0.22
S (-3.0182, 3.2991, 3.5667)  0.66
C (-4.3445, 2.2878, 4.0927)  -0.10
O (-2.4542, 3.9924, 4.6896)  -0.27
O (-3.4246, 4.0687, 2.4314)  -0.26
H (-1.7842, -1.7547, 2.5727)  0.08
H (-2.6068, -2.0362, 4.1193)  0.08
H (-0.8648, -2.0507, 4.0342)  0.08
H (-2.4251, 0.2180, 4.7258)  0.09
H (-0.7248, 0.1880, 4.3710)  0.11
H (-1.0074, 0.5916, 2.0813)  0.13
H (-2.8904, -0.2616, 1.1234)  0.07
H (-3.4844, 1.3888, 1.3397)  0.07
H (-3.9258, 0.1000, 2.4805)  0.09
H (2.4939, 2.9572, 2.0903)  0.17
H (1.7732, 5.7748, 3.5518)  0.16
H (-0.9245, 4.9680, 3.1618)  0.17
H (-4.0324, 1.3259, 4.4740)  0.06
H (-5.0230, 2.1572, 3.2540)  0.08
H (-4.8244, 2.8663, 4.8818)  0.09
C (-1.5764, 5.5095, 0.1958)  -0.19
C (-0.2952, 5.4912, -0.6418)  -0.15
C (-0.7733, 4.6873, -1.8432)  -0.20
O (-2.1555, 4.9914, -2.0116)  -0.13
C (-2.6498, 5.6841, -0.8666)  -0.18
H (-1.6072, 6.2980, 0.9506)  0.12
H (-1.7163, 4.5478, 0.6911)  0.07
H (0.0054, 6.5013, -0.9235)  0.12
H (0.5505, 5.0119, -0.1455)  0.09
H (-0.6754, 3.6160, -1.6266)  0.10
H (-0.2484, 4.9087, -2.7718)  0.13
H (-2.8137, 6.7389, -1.1072)  0.12
H (-3.6029, 5.2408, -0.5779)  0.12
C (-2.5313, -0.2466, -2.7249)  -0.15
C (-2.1498, 1.1934, -2.3851)  -0.15
C (-2.4544, 1.2363, -0.8924)  -0.21
O (-2.2140, -0.0743, -0.3850)  -0.22
C (-2.0657, -0.9942, -1.4804)  -0.16
H (-2.0640, -0.6199, -3.6342)  0.11
H (-3.6139, -0.3307, -2.8382)  0.12
H (-1.0819, 1.3562, -2.5494)  0.11
H (-2.7011, 1.9535, -2.9354)  0.12
H (-3.5017, 1.5066, -0.7119)  0.13
H (-1.8188, 1.9458, -0.3519)  0.11
H (-1.0147, -1.2863, -1.5606)  0.11
H (-2.6516, -1.8882, -1.2712)  0.13
C (1.6852, -3.1903, -4.0809)  -0.16
C (2.6331, -3.6447, -2.9720)  -0.17
C (1.7748, -3.4299, -1.7331)  -0.20
O (0.4213, -3.6485, -2.1377)  -0.16
C (0.3463, -3.7009, -3.5649)  -0.20
H (1.9365, -3.5908, -5.0614)  0.11
H (1.6755, -2.0996, -4.1503)  0.11
H (2.8752, -4.6998, -3.0891)  0.10
H (3.5698, -3.0929, -2.9382)  0.11
H (1.8699, -2.4038, -1.3561)  0.11
H (2.0150, -4.1182, -0.9215)  0.12
H (0.1717, -4.7367, -3.8730)  0.12
H (-0.5010, -3.0971, -3.8948)  0.11
C (6.3717, -6.1293, -0.5767)  -0.17
C (6.0541, -7.3505, -1.4381)  -0.17
C (5.0194, -6.7840, -2.4011)  -0.21
O (5.3524, -5.4051, -2.5805)  -0.16
C (6.3194, -5.0085, -1.6069)  -0.20
H (7.3331, -6.1884, -0.0695)  0.11
H (5.5949, -5.9886, 0.1781)  0.11
H (6.9446, -7.6689, -1.9832)  0.12
H (5.6789, -8.2012, -0.8722)  0.11
H (4.0085, -6.8539, -1.9823)  0.11
H (5.0242, -7.2765, -3.3737)  0.12
H (7.2880, -4.8780, -2.1006)  0.12
H (6.0176, -4.0497, -1.1816)  0.11

ORCA calculation (ωB97M-V with the def2-TZVPD basis set) on a cluster of 6 separate species, C23H47N7O5 in total in a non-equilibrium geometry.

Properties
E_tot ... -1663.93584 Ha
Total charge ... 0
Lowest unoccupied orbital energy ... 0.0138 Ha
Structure (SMILES) ... CCC(C#N)(CC)CC#N.CN(C)C=O.CN(C)C=O.CN(C)C=O.CN(C)C=O.CN(C)C=O
HOMO-LUMO gap ... 9.049 eV
ΔE to the lowest compared entry with this formula, charge and spin ... 64.7 kcal per mole
Max |F| ... 6.99 eV Å⁻¹

Last column: Löwdin charge in e.
Element x y z (Å)
C (-6.4112, 2.3080, -0.9970)  -0.12
C (-5.5034, 1.6835, -2.1714)  -0.20
C (-4.7809, 0.2925, -1.8038)  -0.40
C (-3.7511, -0.0587, -3.0022)  -0.18
N (-2.9654, -0.2438, -3.9134)  0.14
C (-4.0098, 0.2756, -0.3900)  -0.18
C (-2.3960, 0.5161, -0.5264)  -0.11
C (-5.9062, -0.8926, -1.7890)  -0.10
C (-5.5279, -1.9693, -2.9416)  -0.18
N (-5.6510, -2.8616, -3.7619)  0.11
H (-6.8091, 1.4303, -0.3504)  0.08
H (-5.9096, 3.1336, -0.3844)  0.08
H (-7.3642, 2.7878, -1.4602)  0.08
H (-6.2270, 1.4507, -3.0525)  0.12
H (-4.7403, 2.4584, -2.5821)  0.13
H (-4.3860, 1.0701, 0.3634)  0.12
H (-4.1124, -0.7374, 0.1720)  0.12
H (-2.0003, 0.5858, 0.5732)  0.07
H (-1.8660, -0.3950, -1.0157)  0.08
H (-2.1385, 1.4614, -1.1206)  0.07
H (-5.9039, -1.4576, -0.7760)  0.12
H (-6.9696, -0.4541, -1.9447)  0.13
C (0.6589, 0.3191, 1.8554)  -0.32
O (-0.4003, -0.2416, 2.0982)  -0.03
N (1.6330, -0.1591, 1.0307)  -0.18
C (2.8706, 0.5624, 0.7852)  -0.04
C (1.4268, -1.4348, 0.3743)  -0.04
H (0.9130, 1.2888, 2.3025)  0.10
H (2.9510, 0.7728, -0.2854)  0.09
H (3.7108, -0.0624, 1.0997)  0.07
H (2.8996, 1.5090, 1.3394)  0.05
H (0.5259, -1.3781, -0.2427)  0.08
H (1.2832, -2.2082, 1.1336)  0.07
H (2.2845, -1.6876, -0.2501)  0.09
C (1.3974, 3.6229, 2.4980)  -0.33
O (2.3979, 2.9227, 2.4834)  -0.03
N (1.1963, 4.7288, 1.7278)  -0.18
C (-0.0227, 5.5098, 1.8027)  -0.05
C (2.2360, 5.1370, 0.8032)  -0.04
H (0.5468, 3.4011, 3.1634)  0.14
H (-0.5023, 5.5154, 0.8215)  0.07
H (0.2278, 6.5337, 2.0921)  0.09
H (-0.7133, 5.0893, 2.5365)  0.08
H (2.4257, 4.3231, 0.0985)  0.09
H (3.1531, 5.3371, 1.3635)  0.09
H (1.9351, 6.0317, 0.2586)  0.07
C (0.8088, 6.0119, -2.3869)  -0.33
O (0.1289, 6.0649, -1.3766)  -0.01
N (0.6562, 5.1048, -3.3946)  -0.20
C (1.5062, 5.1052, -4.5681)  -0.06
C (-0.3914, 4.1073, -3.2874)  -0.04
H (1.6315, 6.7231, -2.5677)  0.14
H (0.8861, 5.2485, -5.4569)  0.09
H (2.0221, 4.1438, -4.6344)  0.09
H (2.2467, 5.9055, -4.5159)  0.08
H (-1.3575, 4.6117, -3.2035)  0.09
H (-0.2273, 3.5124, -2.3853)  0.09
H (-0.3917, 3.4559, -4.1621)  0.09
C (5.4949, -2.6985, 1.1192)  -0.35
O (5.7231, -1.6199, 1.6383)  0.00
N (4.9063, -3.7635, 1.7367)  -0.20
C (4.6658, -5.0187, 1.0511)  -0.06
C (4.5078, -3.6353, 3.1243)  -0.05
H (5.7577, -2.9011, 0.0678)  0.13
H (3.5920, -5.2282, 1.0591)  0.05
H (5.1988, -5.8176, 1.5752)  0.09
H (5.0137, -4.9746, 0.0175)  0.09
H (3.7910, -2.8148, 3.2160)  0.09
H (5.3878, -3.4006, 3.7287)  0.09
H (4.0540, -4.5614, 3.4798)  0.09
C (1.0244, -5.4854, 1.0626)  -0.32
O (1.8893, -5.6256, 0.2145)  -0.01
N (0.4424, -6.4955, 1.7725)  -0.20
C (-0.5819, -6.2481, 2.7670)  -0.06
C (0.8632, -7.8606, 1.5230)  -0.04
H (0.6329, -4.4900, 1.3294)  0.12
H (-0.2355, -6.6194, 3.7351)  0.09
H (-1.4937, -6.7776, 2.4783)  0.09
H (-0.7988, -5.1815, 2.8500)  0.09
H (1.9343, -7.9466, 1.7230)  0.09
H (0.6824, -8.1038, 0.4729)  0.10
H (0.3134, -8.5538, 2.1608)  0.09

Q: The highest max |F| belongs to which entry?
A: C23H47N7O5